{"formula": "C18H58F6N2O10P", "method": "ωB97M-V/def2-TZVPD", "symbols": ["P", "F", "F", "F", "F", "F", "F", "C", "C", "O", "H", "H", "H", "H", "H", "H", "C", "C", "O", "H", "H", "H", "H", "H", "H", "C", "C", "O", "H", "H", "H", "H", "H", "H", "C", "C", "O", "H", "H", "H", "H", "H", "H", "C", "C", "O", "H", "H", "H", "H", "H", "H", "C", "C", "C", "O", "C", "N", "H", "H", "H", "H", "H", "H", "H", "H", "H", "H", "H", "C", "C", "C", "O", "C", "N", "H", "H", "H", "H", "H", "H", "H", "H", "H", "H", "H", "O", "H", "H", "O", "H", "H", "O", "H", "H"], "xyz": [[19.668, 24.777, -31.348], [21.036, 24.040, -31.722], [20.033, 25.872, -32.446], [18.851, 23.677, -32.279], [18.268, 25.429, -30.863], [19.533, 23.716, -30.105], [20.462, 25.765, -30.281], [24.139, 23.177, -30.856], [24.526, 23.402, -29.389], [25.838, 23.690, -29.129], [24.289, 24.022, -31.527], [23.120, 22.826, -31.021], [24.762, 22.321, -31.120], [24.205, 22.495, -28.877], [23.900, 24.153, -28.906], [25.862, 24.566, -28.737], [15.324, 23.735, -30.349], [15.418, 24.853, -29.335], [15.879, 25.952, -30.067], [16.286, 23.513, -30.809], [14.600, 24.059, -31.097], [15.080, 22.756, -29.936], [16.099, 24.591, -28.525], [14.499, 25.006, -28.771], [16.802, 25.749, -30.236], [15.576, 26.191, -34.074], [17.052, 26.266, -34.509], [17.313, 27.323, -35.341], [15.538, 25.454, -33.273], [14.881, 25.998, -34.892], [15.224, 27.127, -33.640], [17.422, 25.308, -34.875], [17.702, 26.400, -33.643], [18.270, 27.397, -35.366], [19.040, 23.156, -36.180], [20.078, 24.295, -36.009], [21.338, 23.661, -35.765], [19.247, 22.452, -36.986], [18.114, 23.586, -36.561], [18.794, 22.698, -35.221], [19.770, 24.965, -35.206], [20.041, 24.793, -36.977], [21.210, 23.028, -35.055], [19.002, 29.139, -31.271], [19.275, 30.308, -30.277], [19.107, 31.523, -30.937], [19.231, 28.185, -30.796], [19.523, 29.071, -32.226], [17.932, 29.165, -31.473], [20.300, 30.322, -29.905], [18.580, 30.362, -29.439], [19.868, 31.637, -31.511], [20.706, 19.914, -32.599], [21.219, 20.546, -33.820], [20.609, 20.150, -35.248], [20.848, 18.776, -35.670], [22.256, 18.554, -35.888], [21.043, 21.971, -33.521], [20.866, 18.842, -32.710], [19.634, 19.928, -32.401], [21.261, 20.178, -31.699], [22.307, 20.497, -33.870], [20.930, 20.783, -36.076], [19.524, 20.141, -35.149], [22.748, 18.556, -34.916], [22.739, 19.214, -36.609], [22.373, 17.498, -36.131], [20.071, 22.165, -33.328], [21.483, 22.168, -32.633], [13.481, 20.923, -28.047], [14.489, 20.035, -27.277], [15.840, 20.812, -27.305], [16.483, 20.913, -28.600], [17.685, 21.650, -28.491], [13.992, 19.871, -25.912], [12.477, 20.518, -27.920], [13.698, 21.032, -29.110], [13.476, 21.929, -27.628], [14.590, 19.066, -27.765], [16.475, 20.252, -26.620], [15.696, 21.811, -26.893], [18.420, 21.355, -27.742], [17.429, 22.657, -28.160], [18.077, 21.576, -29.505], [13.195, 19.251, -25.949], [14.692, 19.380, -25.374], [21.328, 22.432, -27.835], [21.276, 23.338, -27.533], [20.925, 22.445, -28.704], [22.712, 25.592, -33.751], [22.587, 24.910, -33.091], [21.881, 26.067, -33.766], [20.797, 25.307, -27.672], [20.445, 25.530, -28.533], [20.071, 25.462, -27.068]], "mulliken_charge": [1.696, -0.657, -0.424, -0.406, -0.212, -0.475, -0.579, -0.548, -0.317, -0.553, 0.206, -0.129, 0.414, 0.220, 0.310, 0.355, -0.004, -0.223, -0.593, -0.207, 0.333, -0.189, 0.120, 0.336, 0.580, -0.958, 0.917, -0.629, 0.109, 0.353, 0.319, -0.190, -0.231, 0.364, -1.144, 0.154, -0.571, 0.328, 0.470, 0.151, -0.097, 0.429, 0.304, -0.553, -0.457, -0.532, 0.048, 0.355, 0.268, 0.309, 0.257, 0.299, -1.627, 0.525, -0.675, -0.446, -0.733, -0.044, 0.464, 0.305, 0.412, 0.491, 0.359, 0.242, 0.272, 0.294, 0.307, 0.064, -0.166, -1.294, 0.574, -0.747, -0.339, -0.490, -0.738, 0.388, 0.261, 0.311, 0.261, 0.305, 0.307, 0.457, 0.157, 0.085, 0.268, 0.243, -0.690, 0.414, 0.244, -0.707, 0.244, 0.341, -0.676, 0.361, 0.293], "homo_lumo_gap_ev": 9.6, "charge": -1, "max_force_ev_per_a": 3.73, "relative_energy_kcal_mol": 59.0, "e_tot_ev": -68661.1545}